Run i
Formula: C5H8NO
Source: the Open Molecules 2025 dataset
Level of theory: wB97M-V/def2-TZVPD

```
! RIJCOSX wB97M-V def2-TZVPD def2/J DEFGRID3
* xyz 1 1
O 0.21411 -1.07858 -0.47948
C -2.92261 0.33405 0.58538
H -3.05571 1.48955 0.31172
N 2.34768 0.27542 -0.51084
H 3.67575 0.92773 1.18522
H -2.84771 -0.50382 -1.39650
C -0.92347 -0.67142 -0.51620
C -2.13929 -0.39493 -0.48864
C 1.35348 0.01520 -1.07606
H -2.53755 0.38454 1.56446
H 2.70973 -0.65316 1.39692
H 0.85233 0.35304 -1.99462
H 4.08199 -0.31374 0.03842
C 3.19109 -0.01788 0.61124
H -3.99981 -0.14599 0.76897
*
```

Computed properties:
E_HOMO = -14.45 eV

Listed below, in e, are the natural (NBO) charges computed for each atom:
1. O -0.43
2. C -0.63
3. H 0.26
4. N -0.29
5. H 0.27
6. H 0.34
7. C 0.69
8. C -0.38
9. C 0.40
10. H 0.24
11. H 0.24
12. H 0.23
13. H 0.27
14. C -0.48
15. H 0.27



Run ii
Formula: C5H8NO
Source: the Open Molecules 2025 dataset
Level of theory: wB97M-V/def2-TZVPD

```
! RIJCOSX wB97M-V def2-TZVPD def2/J DEFGRID3
* xyz 1 1
C -0.42919 -1.63717 0.04765
C 2.54615 0.77979 -0.22294
C 0.16615 0.65365 0.41492
H 3.45539 0.27605 -0.60158
H -2.64285 0.61920 0.56474
H -0.10832 1.59611 -0.09814
H -2.74075 -1.13235 -0.29976
C -2.26248 -0.14329 -0.13988
H 0.21070 0.74725 1.51424
C -0.80676 -0.39208 0.14123
N 1.54387 0.07673 0.09569
O 1.59389 -1.18633 0.23661
H -2.46047 0.46101 -1.10004
H 2.54890 1.89888 -0.38258
H -0.61424 -2.61744 -0.17016
*
```

Computed properties:
E_HOMO = -14.56 eV

Listed below, in e, are the natural (NBO) charges computed for each atom:
1. C 0.28
2. C -0.05
3. C -0.27
4. H 0.25
5. H 0.26
6. H 0.27
7. H 0.26
8. C -0.63
9. H 0.27
10. C -0.08
11. N 0.09
12. O -0.39
13. H 0.27
14. H 0.24
15. H 0.24



Run iii
Formula: C5H8NO
Source: the Open Molecules 2025 dataset
Level of theory: wB97M-V/def2-TZVPD

```
! RIJCOSX wB97M-V def2-TZVPD def2/J DEFGRID3
* xyz 1 1
C 0.20943 0.99482 -1.16831
C -1.31712 -0.98740 -0.75817
H 0.52344 1.96475 -0.80667
O 1.91713 0.30808 -1.19945
H -1.15054 0.66539 2.56434
H -1.28425 -1.07256 -1.83949
H -0.08266 0.96896 -2.20708
H 0.49304 -0.13302 2.88612
C 2.50979 -0.10939 -0.29480
N -0.02605 0.08576 0.95251
C -0.43714 0.11682 -0.28437
H 2.28958 -0.29833 0.74953
H -2.34372 -0.76490 -0.45861
H -1.05428 -1.94279 -0.30686
C -0.24666 0.20380 2.17131
*
```

Computed properties:
E_HOMO (alpha / beta) = -13.15 / -12.92 eV

Listed below, in e, are the natural (NBO) charges computed for each atom:
1. C -0.29
2. C -0.66
3. H 0.24
4. O -0.34
5. H 0.21
6. H 0.25
7. H 0.24
8. H 0.21
9. C 0.47
10. N -0.36
11. C 0.24
12. H 0.19
13. H 0.26
14. H 0.25
15. C 0.08



Verdict on stability: run ii comes out at the bottom.



Run i
Formula: C14H19N3O5
Source: the Open Molecules 2025 dataset
Level of theory: wB97M-V/def2-TZVPD

```
! RIJCOSX wB97M-V def2-TZVPD def2/J DEFGRID3
* xyz 0 1
C 1.44225 -0.22067 -0.63339
O 1.02040 -1.25080 2.05662
H -0.17380 -4.34626 -3.08933
H -1.65844 -2.25818 1.11987
C 0.79113 -2.70945 -2.51660
C -0.55005 3.51126 1.65351
H -0.43744 -1.75178 3.27333
C -1.61487 1.84356 0.08156
C -2.43317 -0.31896 1.03898
C 2.38025 -1.38675 -0.89978
C -0.82497 2.56933 2.80046
H -1.68047 0.60386 3.20062
H -2.70225 -0.46175 -0.00451
C 0.12630 -1.02416 1.25289
H 3.38556 -1.12531 -0.89557
O 2.12527 0.62827 -2.81394
H -2.14563 1.64577 -0.80354
C 1.07832 0.43781 -1.96033
H 2.54035 -1.86668 -3.02673
C -1.45249 1.41939 2.47976
H 1.74229 0.99602 -3.63461
H -0.53897 -0.30217 -0.44994
H 1.29210 -4.75031 -2.39848
N 0.54324 -4.04369 -2.52101
N -1.44805 -1.57051 3.02792
H -0.58184 2.78334 3.87319
C 2.20181 -2.29622 -2.10724
H 0.19027 5.23639 1.11370
O -0.07450 -1.92885 -2.65693
H -1.84798 -2.50798 3.26000
H 2.72612 -3.28906 -1.87635
O -0.04229 0.91114 -2.27009
H 2.19546 -2.01545 -0.06049
C -1.44984 -1.31762 1.59229
C -1.80862 1.04365 1.16567
H 2.03211 0.53847 -0.12314
H -3.38298 -0.34817 1.56522
O -0.17638 4.73571 1.93211
N 0.26350 -0.55777 0.01173
C -0.95756 3.10413 0.35996
H -0.85628 3.72751 -0.50228
*
```

Computed properties:
E_HOMO = -7.77 eV
structure (SMILES) = NC(=O)CC[C@H](NC(=O)[C@@H](N)Cc1ccc(O)cc1)C(=O)O

Listed below, in e, are the natural (NBO) charges computed for each atom:
1. C -0.14
2. O -0.64
3. H 0.39
4. H 0.20
5. C 0.68
6. C 0.32
7. H 0.39
8. C -0.19
9. C -0.45
10. C -0.40
11. C -0.25
12. H 0.25
13. H 0.21
14. C 0.71
15. H 0.22
16. O -0.70
17. H 0.22
18. C 0.82
19. H 0.24
20. C -0.22
21. H 0.51
22. H 0.43
23. H 0.39
24. N -0.82
25. N -0.86
26. H 0.23
27. C -0.49
28. H 0.49
29. O -0.60
30. H 0.36
31. H 0.20
32. O -0.61
33. H 0.23
34. C -0.13
35. C -0.06
36. H 0.24
37. H 0.23
38. O -0.66
39. N -0.62
40. C -0.32
41. H 0.20



Run ii
Formula: C14H19N3O5
Source: the Open Molecules 2025 dataset
Level of theory: wB97M-V/def2-TZVPD

```
! RIJCOSX wB97M-V def2-TZVPD def2/J DEFGRID3
* xyz 0 1
H -1.95409 -2.13925 2.22370
H -1.56236 -2.51227 -1.14352
C -3.80240 -1.10618 -0.47951
H 1.51120 4.08297 0.89708
H -3.93411 -2.19023 -0.39335
N -1.60020 -2.80272 1.49961
H 0.22783 -2.73376 0.35023
C -0.61938 -2.06602 0.68921
C -2.48717 -0.60501 -0.53845
H 5.03759 0.55952 -0.00950
C -4.92436 -0.32223 -0.52028
H -3.30127 2.68793 -0.72684
O 0.56717 2.33475 -0.37439
H 4.77380 -1.31036 -2.86604
H 1.36944 -0.88706 -0.16161
C 3.29189 0.58328 1.00588
O -5.84292 1.77269 -0.68839
C 4.00794 0.58116 -0.27437
H -5.96463 -0.61036 -0.47834
H 3.75648 1.35869 1.58378
C 0.04241 -0.88583 1.41843
H -5.58761 2.72053 -0.56535
H -1.15181 -3.62095 1.99454
H -0.44359 -1.12675 -1.23988
N 4.86491 -0.69620 -2.07457
C -1.28807 -1.58296 -0.65787
C 3.77605 -0.59171 -1.24375
N 1.00857 -0.30099 0.60053
H 3.73617 1.53532 -0.82561
O 2.70842 -1.18767 -1.38358
C -3.38047 1.63958 -0.65948
C -2.26751 0.78312 -0.56033
C 1.77763 0.83021 1.04959
O -0.37299 -0.37279 2.47050
H -1.24388 1.20133 -0.52403
H 5.61906 -0.02840 -2.14849
H 3.58109 -0.36089 1.58514
O 1.85570 3.22265 1.22830
C 1.33826 2.18730 0.53467
H 1.54633 0.91841 2.07791
C -4.66913 1.04112 -0.67160
*
```

Computed properties:
E_HOMO = -7.79 eV
structure (SMILES) = NC(=O)CC[C@H](NC(=O)[C@@H](N)Cc1ccc(O)cc1)C(=O)O

Listed below, in e, are the natural (NBO) charges computed for each atom:
1. H 0.39
2. H 0.22
3. C -0.11
4. H 0.51
5. H 0.21
6. N -0.85
7. H 0.20
8. C -0.13
9. C -0.09
10. H 0.22
11. C -0.30
12. H 0.20
13. O -0.59
14. H 0.40
15. H 0.44
16. C -0.39
17. O -0.68
18. C -0.51
19. H 0.23
20. H 0.23
21. C 0.68
22. H 0.47
23. H 0.37
24. H 0.22
25. N -0.82
26. C -0.40
27. C 0.70
28. N -0.65
29. H 0.23
30. O -0.63
31. C -0.30
32. C -0.19
33. C -0.17
34. O -0.64
35. H 0.25
36. H 0.40
37. H 0.22
38. O -0.69
39. C 0.79
40. H 0.26
41. C 0.31



Verdict on stability: run i comes out at the bottom.